# 1
Here is a gas-phase ion, C9H17N2O2 (charge +1) at a distorted geometry from the OMol25 dataset. Energies are from wB97M-V/def2-TZVPD.

The HOMO energy is -0.52505 hartree. For the energy, the calculation gives -16672.69845 eV. Its SMILES is CC(C)(C)OC(=O)[N+]1(N2CC2)CC1. The value obtained for the frontier orbital gap is 11.90 eV. The spin multiplicity is 1. Its charge is +1. Its maximum force is 0.0878 Eh/bohr.

Structure (XYZ):
```
30
Properties=species:S:1:pos:R:3:forces:R:3:nbo_charge:R:1
C 2.444555 -1.569764 0.871203 -2.262 2.355 0.288 -0.66
C 2.171515 -0.251242 0.054626 0.801 -0.353 -0.509 0.34
C 2.888111 -0.287117 -1.313346 0.147 -1.234 0.822 -0.67
C 2.582613 1.077152 0.753792 -1.027 -2.421 2.110 -0.65
O 0.668448 -0.217458 -0.389042 0.623 -0.057 -0.034 -0.52
C -0.249921 -0.309309 0.487000 -1.652 1.188 1.880 0.94
O -0.322708 -0.392331 1.680540 0.762 -0.112 -1.030 -0.53
N -1.660479 -0.200797 -0.162221 0.710 1.078 -1.135 -0.15
N -2.809360 0.328873 0.594495 0.214 -0.558 -0.810 -0.23
C -3.414807 1.566909 0.059193 1.812 1.370 -0.325 -0.27
C -2.701459 1.580970 1.339171 2.299 -0.800 2.213 -0.24
C -1.890737 -0.257383 -1.628464 -1.966 -0.189 -1.929 -0.24
C -2.026547 -1.454378 -0.880308 -2.571 -1.583 3.357 -0.21
H 1.829091 -1.462148 1.846479 1.743 -0.404 -1.244 0.25
H 2.019727 -2.401125 0.312052 0.412 -0.198 -0.020 0.22
H 3.532523 -1.551360 0.910792 -0.135 -0.624 0.638 0.24
H 2.416746 0.340489 -2.075263 0.706 0.515 0.404 0.24
H 2.831366 -1.277750 -1.710179 -0.540 -0.946 -0.370 0.22
H 3.989869 -0.274257 -1.131715 -0.803 1.096 -0.297 0.25
H 2.985825 1.674518 0.004819 0.605 1.498 -0.932 0.23
H 1.718712 1.532390 1.278686 0.656 -0.088 -0.241 0.23
H 3.375147 0.804489 1.523730 -0.986 0.527 -0.948 0.25
H -4.470578 1.536594 -0.017453 -0.764 0.049 -0.066 0.24
H -2.843602 2.230615 -0.655404 -0.838 -1.265 0.335 0.23
H -1.649869 1.974244 1.466107 -1.356 0.051 -0.805 0.22
H -3.075776 1.407946 2.352422 -0.585 0.467 -0.500 0.25
H -1.089248 -0.282316 -2.292767 1.666 0.739 -0.579 0.26
H -2.851749 0.056282 -2.141164 1.273 0.506 1.385 0.27
H -3.002764 -1.612084 -0.372298 0.290 -0.582 -1.251 0.26
H -1.394632 -2.310647 -0.765495 0.765 -0.025 -0.407 0.25
```
Forces are in eV/Å.



# 2
Here is a molecular structure, C9H17N2P at a distorted geometry from the OMol25 dataset. Energies are from wB97M-V/def2-TZVPD.

The HOMO energy is -0.28038 hartree. For the energy, the calculation gives -21876.20190 eV. The value obtained for the frontier orbital gap is 8.59 eV. The spin multiplicity is 1. Its maximum force is 0.0642 Eh/bohr.

Structure (XYZ):
```
29
Properties=species:S:1:pos:R:3:forces:R:3:nbo_charge:R:1
C 2.726370 -0.868543 0.277697 0.304 -0.256 0.087 -0.28
C 2.370975 1.426172 1.049793 0.033 0.245 0.177 0.18
C 1.468741 -1.227206 0.248397 -1.911 2.659 -0.410 -0.10
C 3.207479 0.574918 0.149187 -0.064 -0.075 -0.144 -0.33
C 0.747510 -2.502655 0.429028 0.145 -0.170 -0.075 -0.69
C 3.134622 1.038141 -1.311255 0.138 0.056 0.158 -0.58
C -2.989552 -0.801450 -0.085706 -0.104 0.219 0.255 -0.61
C -2.834754 1.681145 -0.440013 -0.033 -0.073 0.201 -0.62
C -2.590002 0.535158 0.539640 -0.213 -0.074 -0.313 -0.04
N 1.103989 1.504930 1.050839 0.355 0.636 0.260 -0.79
N -1.197813 0.509128 0.964769 0.266 -0.049 0.400 -0.98
P 0.115953 0.712906 -0.042825 1.357 -2.611 0.177 1.08
H 3.537071 -1.579947 0.416606 -0.017 -0.193 0.063 0.20
H 2.880426 1.986317 1.833932 0.145 0.049 0.010 0.17
H 4.251843 0.626599 0.478278 -0.184 0.004 -0.002 0.21
H -0.327041 -2.331850 0.412677 -0.097 -0.106 0.036 0.22
H 1.006189 -2.950384 1.390473 -0.034 -0.068 0.015 0.22
H 0.997450 -3.216754 -0.356411 -0.043 -0.095 -0.040 0.22
H 2.099880 1.117455 -1.635663 -0.019 -0.022 -0.109 0.22
H 3.643292 0.321198 -1.951980 0.021 -0.024 -0.068 0.21
H 3.610557 2.009924 -1.421273 0.019 0.124 -0.097 0.21
H -4.044111 -0.800982 -0.353978 -0.105 -0.029 -0.058 0.21
H -2.405896 -0.973778 -0.986839 0.100 -0.071 -0.129 0.21
H -2.807199 -1.612092 0.615889 0.020 -0.107 0.007 0.21
H -2.237322 1.525394 -1.338090 -0.062 0.062 -0.081 0.21
H -2.537628 2.626955 0.010777 -0.010 0.072 -0.032 0.22
H -3.884186 1.732619 -0.718287 -0.111 0.021 -0.073 0.21
H -3.195586 0.697872 1.440381 0.133 -0.021 -0.133 0.19
H -1.024619 0.665433 1.947956 -0.029 -0.104 -0.084 0.41
```
Forces are in eV/Å.



# 3
Here is C9H17N3 in the gas phase at a distorted geometry from the OMol25 dataset. Energies are from wB97M-V/def2-TZVPD.

The HOMO energy is -0.29402 hartree. For the energy, the calculation gives -14075.03737 eV. Its SMILES is C=C(C)N(C)C[C@H](C#N)N(C)C. The value obtained for the frontier orbital gap is 8.76 eV. The spin multiplicity is 1. Its maximum force is 0.0814 Eh/bohr.

Structure (XYZ):
```
29
Properties=species:S:1:pos:R:3:forces:R:3:nbo_charge:R:1
C -0.940295 -2.091644 2.448195 0.375 -2.144 1.626 -0.50
C 0.247340 -1.629838 2.101201 -1.483 3.185 -1.779 0.20
C 1.506248 -2.103517 2.704839 2.226 -0.922 -2.323 -0.66
N 0.329423 -0.574947 1.053508 0.251 0.099 -0.805 -0.46
C 1.624444 0.128462 0.953874 -2.043 2.818 1.141 -0.42
C -0.836175 0.335050 0.603956 1.719 0.193 -1.770 -0.17
C -0.711201 1.515500 -0.638566 1.258 -2.854 -0.351 -0.13
C -2.067067 1.794594 -1.070514 -0.825 -0.011 -0.054 0.25
N -3.064384 1.970574 -1.611408 -0.217 0.076 0.136 -0.31
N 0.035108 1.111638 -1.866620 0.599 -0.884 2.169 -0.44
C -0.313701 -0.202026 -2.293882 -0.675 -4.085 -0.604 -0.45
C 0.018739 2.034313 -2.918222 -0.864 1.015 -1.204 -0.41
H -0.947252 -2.902926 3.208078 -0.025 0.659 -0.547 0.20
H -1.881986 -1.931197 2.005764 -0.745 0.712 -0.602 0.21
H 1.421880 -3.176268 2.925602 0.027 0.437 0.159 0.24
H 2.012603 -1.589577 3.495476 -0.549 0.632 0.885 0.23
H 2.320581 -2.002687 1.905491 -1.085 -0.664 0.885 0.22
H 2.469930 -0.467355 0.770917 0.895 -1.076 0.150 0.20
H 1.588753 0.791353 0.049321 -0.077 -0.344 0.996 0.23
H 1.743526 0.771857 1.944161 0.332 -0.970 -2.002 0.17
H -1.067943 1.053632 1.319773 -0.634 0.766 2.097 0.18
H -1.750073 -0.098359 0.241457 -0.036 -1.290 0.526 0.21
H -0.309956 2.419508 -0.255244 0.735 0.712 0.440 0.23
H -1.377746 -0.508542 -2.087963 0.546 0.643 -0.073 0.19
H -0.232072 -0.475822 -3.395170 0.218 1.260 1.112 0.22
H 0.261050 -1.087721 -1.825581 -0.424 1.721 -0.179 0.21
H 0.189251 3.050240 -2.649886 0.662 0.761 0.708 0.20
H 0.668306 1.767739 -3.717889 0.982 -0.329 -0.338 0.21
H -0.937332 2.097965 -3.400670 -1.143 -0.117 -0.398 0.17
```
Forces are in eV/Å.



# 4
Here is 2 unconnected molecules or ions with the total composition C9H17N3O at a distorted geometry from the OMol25 dataset. Energies are from wB97M-V/def2-TZVPD.

The HOMO energy is -0.32296 hartree. For the energy, the calculation gives -16124.22353 eV. Its SMILES is CCN(C)C(C)=O.Cc1c[nH]cn1. The value obtained for the frontier orbital gap is 9.33 eV. The spin multiplicity is 1. Its maximum force is 0.0984 Eh/bohr.

Structure (XYZ):
```
30
Properties=species:S:1:pos:R:3:forces:R:3:nbo_charge:R:1
C -1.538473 -0.755122 0.022711 1.841 -4.359 1.788 -0.66
C -0.931308 -1.948569 -0.768037 -0.388 -0.383 -1.133 -0.21
N -0.429360 -3.056774 -0.000840 -1.074 1.338 0.886 -0.44
C -1.534420 -3.801417 0.722387 1.228 -2.130 -1.901 -0.46
C 0.801398 -2.891728 0.611696 -0.424 -1.243 0.911 0.67
C 1.796410 -1.931687 -0.005957 2.068 0.394 0.134 -0.73
O 1.054336 -3.512565 1.636625 0.459 0.369 -0.481 -0.61
H -2.503657 -0.730666 -0.376626 -1.630 1.266 0.461 0.23
H -0.831808 -0.028680 -0.075010 0.925 3.031 -0.982 0.21
H -1.276008 -1.048349 1.089704 -1.752 0.344 -0.738 0.21
H -1.666162 -2.471465 -1.407586 0.117 0.917 -0.169 0.19
H -0.143121 -1.515464 -1.366160 0.135 -0.424 -0.593 0.20
H -2.348050 -3.300898 1.343615 1.857 -0.110 -0.390 0.22
H -2.139588 -4.385278 -0.090741 1.165 1.084 1.230 0.20
H -0.795794 -4.535375 1.158355 -1.984 0.326 0.800 0.26
H 1.413392 -0.920224 0.051585 -0.071 0.300 0.051 0.22
H 2.796175 -1.937288 0.521141 -1.453 -0.206 0.178 0.25
H 2.178528 -2.058498 -1.029471 -1.018 -0.443 -0.063 0.24
C -1.708504 3.366713 0.516607 -1.957 4.032 0.142 -0.66
C -0.388271 3.487685 -0.104757 1.865 -2.411 -0.838 0.07
C 0.826922 3.301332 0.545614 -1.770 0.769 0.748 -0.11
N 1.771871 3.031852 -0.434308 -2.259 -0.491 0.277 -0.53
C 1.043241 2.812193 -1.588125 -0.606 1.729 -0.276 0.16
N -0.221857 3.166500 -1.468398 0.881 -0.278 0.996 -0.45
H -2.174489 2.407280 0.548296 0.157 -0.768 0.419 0.23
H -2.474822 4.031707 0.020831 0.718 -0.849 -0.532 0.23
H -1.754442 4.005831 1.422742 0.364 -1.332 0.448 0.22
H 0.856389 3.257244 1.675626 0.907 0.157 -1.717 0.23
H 2.646657 2.643211 -0.237493 1.393 -0.409 0.142 0.41
H 1.479715 2.641040 -2.561488 0.308 -0.220 0.203 0.20
```
Forces are in eV/Å.



Which value of maximum force does entry 3 give?
0.0814 Eh/bohr



frontier orbital gap of number 1 (C9H17N2O2)?
11.90 eV